Formula: C4H4N2O2
Source: the Open Molecules 2025 dataset
Level of theory: ωB97M-V with the def2-TZVPD basis set

Orbital gap = 7.65 eV
Energy = -11278.09547 eV
Spin multiplicity = 1
SMILES string = C=CN(O)C(=O)C#N
Energy above the lowest of the compared OMol25 structures with the same formula, charge and spin = 10.444 eV
HOMO level = -9.8 eV

Last column: Mulliken charge in e.
Cartesian coordinates (Å):
C  0.990  1.286  -0.243  -0.12
C  0.145  2.302  -0.190  -0.56
C  -0.302  -0.723  -0.219  0.64
C  -1.469  0.159  -0.134  -0.12
H  1.583  -1.781  0.109  0.43
H  2.181  1.263  -0.413  0.31
H  -0.884  2.013  0.035  0.40
H  0.617  3.334  -0.761  0.22
N  0.817  -0.102  0.283  0.06
N  -2.746  0.011  0.640  -0.21
O  2.026  -0.841  0.631  -0.42
O  -0.299  -1.951  -0.721  -0.62